12
Properties=species:S:1:pos:R:3:forces:R:3:mulliken_charge:R:1 method="wB97M-V/def2-TZVPD" smiles="O=C1[C@H]2O[C@@H]1[C@H]1O[C@H]12" relative_energy_kj_mol=655.2 e_tot_ev=-11385.577 homo_energy_ev=-9.86 homo_lumo_gap_ev=10.6 max_force_ev_per_a=5.0
O -1.149540 -1.421186 -0.425139 0.169 2.281 0.073 -0.40
O 2.604588 -0.903638 -0.370836 -4.174 0.932 -1.164 -0.51
O 0.538239 1.093428 0.372236 2.004 4.260 -1.071 -0.35
C 0.311701 0.616530 -0.979437 0.724 1.474 -0.357 -0.04
C -0.832928 -0.510528 0.674191 -4.899 -0.794 0.518 -0.10
C 0.614335 -0.116653 0.995280 -1.472 -2.081 -1.637 -0.02
C -1.169975 0.047837 -0.730283 0.284 0.045 2.044 -0.15
C 1.421119 -0.579644 -0.346913 2.797 0.268 1.767 0.25
H -2.194780 0.762905 -0.919698 3.040 -2.669 0.247 0.28
H 0.990206 -0.099900 2.034277 -0.148 -0.164 -0.765 0.45
H 0.621719 1.563216 -1.814516 -1.170 -3.260 2.491 0.30
H -1.754684 -0.452364 1.510840 2.846 -0.293 -2.147 0.29

68
Properties=species:S:1:pos:R:3:forces:R:3:mulliken_charge:R:1 method="wB97M-V/def2-TZVPD" charge=-1 e_tot_ev=-65111.425 homo_energy_ev=-4.05 homo_lumo_gap_ev=6.0 max_force_ev_per_a=2.4
P 1.277245 -3.628410 0.771042 -0.442 -0.269 2.371 0.30
P 3.252242 -0.700207 0.033822 -0.575 0.408 2.258 0.23
O -3.915016 3.254640 -4.648489 0.040 -0.036 0.013 -0.56
O -2.107265 3.212175 0.516795 -0.164 0.055 -0.094 -0.51
O -2.892179 -1.613033 -0.290390 -0.592 0.496 -0.236 -0.37
O -2.709331 1.869255 -3.513089 0.086 0.018 -0.087 -0.49
O 3.521658 4.083664 -2.914361 -0.025 0.045 0.041 -0.53
O 0.908804 -1.911423 0.513136 0.226 0.126 -0.945 0.26
O 3.339135 4.918272 -0.934188 -0.017 0.023 -0.012 -0.52
O -2.025923 3.978828 2.526669 -0.005 -0.014 -0.018 -0.56
O 0.776138 1.942207 2.850649 -0.019 0.333 -0.077 -0.44
O 2.151915 -3.754631 -0.715746 -0.308 0.918 -0.142 -0.55
O 0.428582 2.422709 4.925473 0.053 0.039 -0.045 -0.60
N 3.899428 4.243892 -1.772807 0.046 -0.068 -0.054 0.90
N 0.250313 1.755927 3.923567 -0.131 -0.173 0.070 0.88
N 3.164642 -0.272612 1.555529 0.441 0.244 -0.460 -0.61
N -0.330881 -5.024422 -1.184428 -1.075 -0.029 0.118 -0.72
N -1.614003 3.897009 1.386608 0.155 0.002 0.060 0.95
N -3.746345 2.438390 -3.763122 -0.091 0.024 0.057 0.89
C -1.279962 0.068780 0.381032 -0.478 0.673 -0.157 -0.05
C -0.367714 -4.275070 0.072840 0.553 -0.420 -0.358 -0.46
C 5.157520 3.563811 -1.358134 0.113 -0.175 -0.040 -0.68
C -4.911228 2.102093 -2.899171 -0.202 0.084 0.012 -0.63
C -0.405024 4.694903 1.044430 0.153 -0.006 -0.156 -0.79
C 0.706297 -0.317068 -1.236823 1.164 0.641 -0.250 -1.23
C 2.133975 -6.330887 2.069786 -0.471 0.842 -0.152 -0.30
C 0.024471 0.595739 -0.211867 0.397 -0.482 0.269 -0.14
C 1.586088 -1.364961 -0.562420 -0.086 -1.491 -0.534 0.69
C 1.968722 -2.581531 -1.475613 0.374 -0.683 -0.776 -0.97
C 1.747410 -5.348088 1.465321 0.373 -0.378 -0.458 -0.70
C -4.267037 -1.658709 -0.014385 -0.302 -0.468 0.427 -0.82
C -0.689320 0.605888 4.006762 -0.060 -0.134 0.193 -0.65
C -2.367583 -0.332008 -0.632767 0.707 -0.119 0.139 -0.23
H 5.543862 3.004900 -2.202550 -0.091 0.029 -0.039 0.29
H 0.041964 -0.784930 -1.964804 -0.161 -0.108 0.191 0.51
H -1.106585 -0.750684 1.072545 0.173 -0.224 -0.271 0.31
H 0.400763 4.360923 1.693645 -0.071 -0.002 0.075 0.27
H 1.386914 0.320476 -1.822788 -0.201 -0.041 -0.196 0.38
H 4.916730 2.900900 -0.530695 -0.024 0.095 0.062 0.25
H 2.374186 -7.047969 2.807618 0.173 -0.403 -0.008 0.48
H -0.127191 -0.291192 3.757570 0.003 0.033 -0.176 0.27
H -1.098934 -3.467447 0.024037 0.097 0.111 -0.202 -0.11
H 3.583328 0.425126 -0.783995 -0.034 -0.469 -0.438 -0.16
H -4.640299 2.353231 -1.877230 0.068 -0.102 -0.001 0.21
H -3.119647 0.464280 -0.653269 -0.310 -0.306 0.026 0.09
H -5.094580 1.036272 -3.001043 0.096 -0.014 0.082 0.26
H 1.229097 -2.780509 -2.270345 -0.321 0.371 0.240 0.20
H -0.158782 4.522955 0.002741 -0.060 -0.066 0.014 0.31
H 2.912828 -2.453530 -2.030795 -0.048 0.455 0.054 0.46
H 0.533106 -3.462204 2.015402 0.267 0.030 0.042 -0.09
H -0.193792 -4.429542 -1.985412 0.346 -0.051 -0.014 0.24
H -4.784840 -0.702617 -0.139318 0.201 0.106 -0.015 0.33
H 0.349090 -5.767852 -1.150160 0.286 0.192 -0.088 0.29
H -1.480885 0.781195 3.283543 0.096 -0.041 -0.076 0.21
H -4.790048 -2.392858 -0.637836 0.216 0.012 -0.179 0.26
H -5.765784 2.680345 -3.231483 0.054 0.020 -0.047 0.31
H -0.083977 1.602170 -0.621314 -0.298 -0.043 -0.139 0.28
H -4.410780 -1.992794 1.020689 -0.053 0.127 0.002 0.27
H 2.506726 -3.162347 1.366987 -0.110 -0.190 0.142 -0.05
H -1.083434 0.556400 5.015381 0.050 0.072 0.008 0.33
H -0.735805 -4.968616 0.834801 0.125 0.083 0.153 0.50
H -1.700813 0.890272 0.969267 0.035 -0.063 0.138 0.09
H -0.646833 5.738953 1.221926 0.011 -0.029 0.113 0.33
H 5.857535 4.334236 -1.048369 -0.075 0.011 0.102 0.28
H 4.281678 -1.654522 -0.146009 -0.235 0.090 -0.698 0.11
H -1.983390 -0.412339 -1.651871 0.140 0.084 0.023 0.15
H 3.841685 -0.784274 2.108031 -0.127 0.039 0.148 0.22
H 0.727341 0.686448 0.623504 -0.057 0.163 -0.004 -0.04

110
Properties=species:S:1:pos:R:3:forces:R:3:mulliken_charge:R:1 method="wB97M-V/def2-TZVPD" charge=+1 spin_multiplicity=4 e_tot_ev=-150129.810 homo_energy_ev="-10.54 / -10.51" homo_lumo_gap_ev="7.4 / 6.1" max_force_ev_per_a=1.2
Tc 1.353220 -0.174433 0.097667 0.024 0.842 -0.896 -1.38
Cl 4.041999 -0.440182 0.581241 0.306 0.192 0.713 -0.21
Cl 0.618714 -2.421109 -2.994071 -0.266 0.300 -0.208 -0.14
Cl 5.875366 -3.172850 -3.667039 0.006 0.009 -0.005 -0.17
Cl 2.940608 -3.535375 -4.630228 0.026 0.010 -0.014 -0.17
Cl 6.436845 -1.634877 -0.992792 0.014 0.014 0.001 -0.18
P 0.243791 1.678653 1.700356 -0.440 0.586 0.436 0.25
P -0.812612 1.409981 -2.680262 0.135 0.251 0.138 0.79
P 1.146299 -2.249398 1.418631 0.035 -1.153 0.354 0.72
Si -1.078526 -0.600198 -0.176798 -1.194 -0.043 0.226 0.90
O 3.748480 1.243107 -2.165942 -0.283 0.024 0.383 -0.48
O 2.049981 1.555303 -0.710204 -0.163 -0.730 0.362 -0.13
C -3.328958 -1.464645 -4.217113 -0.009 0.034 -0.086 -0.91
C 2.242010 -2.181466 2.949593 -0.148 0.400 -0.098 0.72
C 1.228300 3.255094 1.508040 -0.043 -0.149 -0.127 1.86
C -2.272143 -3.944452 2.934985 0.079 -0.016 0.022 -1.17
C 3.764736 -1.305298 -0.887988 -0.282 -0.219 -0.420 1.73
C -2.265543 3.021876 1.581751 0.015 0.073 0.060 -0.48
C -2.768171 -2.085336 -1.969025 0.088 -0.137 0.153 -0.23
C -3.458762 -2.332829 -3.147682 -0.060 -0.051 0.003 -1.17
C 2.543078 3.089273 2.273565 -0.037 -0.082 -0.021 -1.58
C -1.568320 -1.961381 1.079403 0.433 0.051 -0.186 0.50
C -4.220128 2.024064 0.606513 0.001 -0.073 0.061 -0.65
C -0.245750 1.889145 -4.394947 -0.098 -0.189 0.200 0.70
C -3.619524 3.069256 1.293531 0.008 0.010 0.019 -1.25
C 0.582642 4.610116 1.790178 -0.043 -0.064 0.042 -1.50
C -2.083979 0.890140 0.459736 0.526 -0.021 0.063 -0.37
C 0.471011 3.240514 -4.372011 -0.099 -0.033 -0.060 -1.46
C 3.157289 1.883501 -1.326598 0.407 0.351 -0.900 -0.46
C 0.584085 -4.390192 -0.299085 0.005 0.099 0.065 -1.49
C 4.583186 -2.509170 -2.765762 0.021 -0.015 0.020 0.42
C -0.682709 2.482024 4.349482 0.110 0.070 -0.102 -1.70
C 2.428826 -1.395934 -1.270112 0.447 0.024 -0.202 -1.85
C -0.586857 -2.647697 1.803013 -0.034 0.172 -0.057 -0.36
C -3.065945 3.039104 -3.438779 0.003 -0.013 0.173 -1.61
C -2.903352 -2.274742 1.332155 -0.134 0.064 0.013 -0.02
C -3.449256 0.954257 0.182857 -0.149 -0.201 0.168 -0.32
C -3.257914 -3.242058 2.259015 -0.039 0.061 -0.036 -0.92
C 3.265608 -2.659328 -3.191657 -0.053 -0.029 0.037 0.11
C -1.835067 -0.083141 -2.917751 -0.100 0.206 -0.196 0.25
C 0.044977 1.406686 3.546219 0.104 -0.212 -0.128 0.51
C 1.803532 -3.019486 4.149679 0.060 -0.115 -0.048 -2.00
C -1.506229 3.943228 -1.671623 0.001 -0.077 -0.037 -1.49
C 2.530290 -0.750024 3.444013 0.043 -0.174 -0.066 -1.13
C -1.944075 -0.970506 -1.836565 0.315 -0.053 0.157 0.87
C 4.838914 -1.828004 -1.579058 0.122 -0.009 0.022 0.03
C -0.650430 0.064216 3.770176 0.076 0.116 -0.048 -1.55
C 2.215059 -2.121556 -2.441673 -0.015 0.062 0.084 1.13
C 0.646417 0.803061 -4.990635 -0.063 0.066 0.004 -1.49
C -2.131813 2.686562 -2.284968 0.220 -0.009 -0.195 1.82
C -0.938420 -3.652466 2.702493 -0.018 -0.079 0.058 -0.47
C 1.714324 -3.829639 0.567569 0.027 0.134 -0.122 1.24
C 2.273385 -4.934057 1.463098 -0.029 0.116 0.045 -1.71
C -2.520250 -0.342406 -4.100611 -0.018 -0.140 0.081 -0.36
C -1.490591 1.931812 1.182222 0.037 -0.209 -0.095 0.76
H -1.084095 4.595040 -2.436359 0.006 0.010 0.049 0.44
H -4.302264 -3.451128 2.450871 -0.001 -0.010 -0.021 0.47
H -0.711504 3.677342 -0.972800 0.035 0.067 0.043 0.06
H -2.717869 2.193662 -1.508905 0.108 0.156 -0.240 -0.91
H 3.227748 3.895728 2.009214 -0.005 0.010 -0.002 0.53
H -2.532679 3.505593 -4.268174 -0.025 0.020 0.000 0.27
H -0.196073 3.453023 4.297578 -0.028 0.016 0.004 0.34
H 0.089284 -3.614435 -0.880332 -0.039 -0.087 0.027 0.04
H -0.221470 4.070809 -4.238877 0.038 -0.020 -0.001 0.27
H -5.280504 2.050487 0.391664 0.001 0.006 -0.024 0.46
H -1.822979 3.846179 2.118499 -0.007 -0.016 0.048 0.59
H 3.037906 2.145884 2.025335 0.020 0.015 0.032 0.21
H 1.215246 3.283812 -3.579686 0.116 -0.003 0.127 0.14
H -0.249244 4.808981 1.117710 -0.001 0.024 0.000 0.30
H 2.388507 3.127657 3.353511 0.022 -0.001 0.006 0.31
H 1.560283 0.684972 -4.408083 0.079 -0.043 0.074 0.16
H 2.269951 0.012515 2.710944 0.077 0.031 0.057 -0.64
H 0.994552 3.394133 -5.316726 -0.024 0.001 -0.030 0.50
H 0.986257 -5.129426 -0.993201 0.029 0.032 -0.024 0.44
H 2.519093 -3.495366 -0.089900 0.012 -0.016 0.063 0.19
H 1.777113 -4.086654 3.940959 -0.032 0.024 0.030 0.33
H -0.136205 -0.749359 3.263329 -0.067 0.023 0.087 -0.12
H -2.539039 -4.717517 3.643373 0.003 -0.003 -0.005 0.45
H 1.068542 1.347250 3.924721 -0.061 0.003 -0.049 0.68
H 3.589592 -0.637855 3.676080 0.004 -0.009 0.028 0.51
H -4.090506 -3.207585 -3.232213 0.010 -0.009 0.014 0.43
H 1.965477 -0.545473 4.352458 0.006 0.005 -0.032 0.58
H 1.461431 3.232185 0.444057 -0.002 -0.020 0.014 -0.57
H -2.266066 4.510120 -1.129600 0.014 0.031 -0.011 0.37
H 0.132097 -0.155054 -5.037873 0.043 -0.098 0.013 0.26
H -3.813856 3.752900 -3.085575 -0.033 0.010 -0.048 0.48
H -0.167976 -4.882122 0.317836 -0.007 -0.011 0.028 0.46
H -2.415589 0.321151 -4.949272 -0.029 0.018 0.020 0.37
H 2.523431 -2.865649 4.955601 0.016 0.013 -0.011 0.50
H -1.719138 2.581608 4.035063 -0.046 0.025 0.008 0.32
H 0.826792 -2.698620 4.512345 0.028 -0.002 0.033 0.36
H -3.686551 -1.743841 0.804274 -0.010 -0.028 0.034 0.40
H 2.623215 -5.741093 0.817735 -0.015 -0.009 -0.009 0.51
H -0.179906 -4.218372 3.221039 -0.055 -0.004 0.003 0.38
H 1.506973 -5.353764 2.115596 0.019 -0.014 0.014 0.26
H 3.505850 2.899805 -1.056958 -0.060 -0.098 0.103 0.31
H 3.171039 -2.594142 2.548692 -0.003 0.036 -0.024 1.11
H -2.863814 -2.782515 -1.144106 0.007 -0.037 -0.108 0.59
H 0.930642 1.083676 -6.006873 0.019 -0.015 0.008 0.56
H -0.687400 -0.162216 4.837241 -0.002 -0.014 0.014 0.73
H -3.856916 -1.653365 -5.143036 0.008 -0.029 0.003 0.47
H -3.912109 0.161920 -0.395737 -0.024 0.062 -0.035 0.26
H -0.687202 2.176775 5.397424 0.002 -0.006 0.005 0.50
H 1.333781 5.382456 1.613495 0.010 -0.007 -0.020 0.46
H 3.123638 -4.610696 2.061951 -0.019 -0.058 0.027 0.39
H -1.143004 1.984220 -5.012334 0.033 0.010 -0.041 0.42
H -3.594269 2.161134 -3.807510 -0.028 -0.017 -0.072 0.40
H 0.244920 4.724155 2.818211 -0.018 0.024 0.001 0.22
H -1.676073 0.094965 3.395651 -0.010 -0.040 -0.007 0.23
H -4.206712 3.919365 1.615472 0.007 0.011 -0.014 0.45

13
Properties=species:S:1:pos:R:3:forces:R:3:mulliken_charge:R:1 method="wB97M-V/def2-TZVPD" charge=+2 relative_energy_kj_mol=2.9 e_tot_ev=-10050.851 homo_energy_ev=-20.65 homo_lumo_gap_ev=10.3 max_force_ev_per_a=4.6
N 2.862861 0.062778 0.007974 2.914 -2.448 0.751 0.66
N 3.887458 -0.331538 0.168593 -0.317 -0.027 0.403 -0.28
N -1.767947 0.510016 0.015703 2.031 -0.625 -0.774 -0.31
N -0.312332 -0.026830 0.204748 -2.009 -0.689 0.599 0.35
N -0.248198 -1.337315 0.372341 0.472 -0.169 -2.009 -0.60
N 1.885030 0.631069 -0.395134 -3.423 2.672 -1.647 0.01
C 0.602760 0.751387 -0.371593 1.949 -0.924 1.115 0.05
H -0.586831 -1.889917 -0.388154 0.127 -0.246 -0.901 0.28
H -2.392222 -0.161706 0.382871 -0.911 -1.671 0.521 0.37
H -1.970336 1.318658 0.522112 0.035 2.333 1.474 0.37
H -1.991430 0.694487 -0.947106 -0.161 -0.061 -1.069 0.39
H -0.232979 -1.876898 1.187878 -0.005 0.291 2.381 0.27
H 0.264172 1.655808 -0.760230 -0.701 1.566 -0.846 0.44